Here is a molecular structure, C38H90B3NO12S from the OMol25 dataset. Energies are from wB97M-V/def2-TZVPD.

CARTESIAN COORDINATES (ANGSTROEM)
N: -1.4750 4.5957 -3.3507
C: -2.7994 3.9318 -3.5650
C: -3.8137 4.2286 -2.3470
B: -3.5335 3.0982 -1.2509
O: -3.1341 3.4693 0.0800
B: -1.7335 3.1730 0.0796
S: -0.5075 4.4648 0.5421
O: -1.3661 1.8756 -0.3218
B: -2.4573 1.1321 -0.8525
C: -2.3277 -0.4727 -0.7371
C: -2.2709 -1.0154 -2.2542
C: -1.6229 -2.4534 -2.3073
C: -0.0804 -2.4461 -2.5067
C: 0.5438 -2.3283 -3.8364
C: 1.9938 -2.3535 -4.0403
C: 2.8739 -2.5118 -2.8746
C: 2.3037 -2.6025 -1.5234
C: 0.8445 -2.5801 -1.3621
O: -3.5948 1.6905 -1.4856
H: -0.8650 4.0161 -2.7705
H: -1.0523 4.6447 -4.2848
H: -2.5872 2.8205 -3.5423
H: -3.2823 4.2535 -4.5175
H: -4.8788 4.2954 -2.6806
H: -3.4685 5.2064 -1.8976
H: -1.1703 5.6476 0.2709
H: -1.4104 -0.7728 -0.1715
H: -3.2618 -0.9171 -0.3035
H: -3.3569 -1.1249 -2.5484
H: -1.8079 -0.2820 -2.9675
H: -2.1113 -3.0680 -3.1175
H: -1.8284 -2.9745 -1.3274
H: -0.1293 -2.2157 -4.7240
H: 2.4145 -2.2646 -5.0737
H: 3.9724 -2.5496 -3.0488
H: 3.0224 -2.6876 -0.6479
H: 0.4641 -2.6592 -0.3101
C: -5.3823 -5.2687 -3.6008
C: -4.1885 -5.5274 -4.5066
C: -4.1965 -6.9501 -5.0454
O: -2.9838 -5.3016 -3.7766
H: -5.3667 -5.9354 -2.7339
H: -5.3552 -4.2510 -3.2157
H: -6.3238 -5.4158 -4.1366
H: -4.1995 -4.8203 -5.3395
H: -4.1397 -7.6756 -4.2280
H: -3.3276 -7.1234 -5.6842
H: -5.1011 -7.1480 -5.6247
H: -2.9621 -5.9211 -3.0370
C: 3.9631 -1.2262 3.7225
C: 4.6375 -1.9272 2.5570
C: 5.8623 -1.1551 2.0904
O: 3.7173 -2.0552 1.4734
H: 3.6241 -0.2271 3.4325
H: 3.0779 -1.7790 4.0467
H: 4.6456 -1.1300 4.5701
H: 4.9297 -2.9375 2.8527
H: 5.5824 -0.1541 1.7464
H: 6.3355 -1.6604 1.2454
H: 6.5963 -1.0554 2.8938
H: 3.4526 -1.1662 1.2027
C: 1.4179 2.1042 4.1958
C: 2.8124 2.5345 3.7712
C: 2.8910 4.0416 3.5703
O: 3.1648 1.8741 2.5527
H: 0.6806 2.3631 3.4289
H: 1.3745 1.0205 4.3251
H: 1.1264 2.5799 5.1345
H: 3.5365 2.2262 4.5287
H: 2.2035 4.3667 2.7827
H: 3.8949 4.3355 3.2546
H: 2.6435 4.5758 4.4905
H: 2.5293 2.1403 1.8758
C: 2.4996 3.5909 -3.7286
C: 3.0860 4.3469 -2.5470
C: 2.7600 3.6562 -1.2328
O: 2.5654 5.6768 -2.5273
H: 1.4083 3.5400 -3.6563
H: 2.7303 4.1030 -4.6640
H: 2.8926 2.5731 -3.7812
H: 4.1694 4.4257 -2.6623
H: 1.6784 3.6094 -1.0782
H: 3.1767 4.2155 -0.3913
H: 3.1606 2.6397 -1.2092
H: 1.6067 5.6189 -2.4255
C: 4.1144 1.0603 9.0656
C: 4.2004 0.1370 7.8601
C: 5.4260 -0.7603 7.9369
O: 4.2558 0.9160 6.6671
H: 4.9884 1.7170 9.1156
H: 3.2363 1.7058 8.9920
H: 4.0527 0.4912 9.9959
H: 3.2987 -0.4772 7.8029
H: 6.3438 -0.1648 7.9488
H: 5.4810 -1.4099 7.0606
H: 5.4035 -1.3840 8.8335
H: 5.0511 1.4640 6.7050
C: 6.0477 3.6283 5.6770
C: 7.3187 2.8769 5.3193
C: 7.8858 3.3494 3.9899
O: 7.0381 1.4783 5.2483
H: 5.2735 3.4629 4.9241
H: 5.6455 3.2704 6.6285
H: 6.2317 4.7019 5.7576
H: 8.0631 3.0178 6.1064
H: 7.1721 3.1750 3.1788
H: 8.7917 2.7931 3.7405
H: 8.1265 4.4145 4.0191
H: 6.3797 1.3409 4.5540
C: -8.5345 -3.5758 0.0803
C: -7.1709 -3.0993 -0.3945
C: -7.1650 -1.5990 -0.6464
O: -6.8185 -3.7847 -1.5967
H: -9.3020 -3.3766 -0.6743
H: -8.5274 -4.6556 0.2470
H: -8.8240 -3.0811 1.0101
H: -6.4140 -3.3487 0.3530
H: -7.8853 -1.3329 -1.4261
H: -6.1830 -1.2722 -0.9969
H: -7.4139 -1.0450 0.2614
H: -7.4814 -3.5712 -2.2654
C: -6.3553 -7.3342 1.4925
C: -7.7572 -7.7383 1.9228
C: -7.8772 -9.2473 2.0699
O: -8.7021 -7.2771 0.9586
H: -6.1058 -7.7704 0.5203
H: -6.2863 -6.2498 1.3804
H: -5.6092 -7.6583 2.2214
H: -8.0034 -7.2564 2.8716
H: -7.6788 -9.7479 1.1173
H: -8.8906 -9.5238 2.3685
H: -7.1767 -9.6285 2.8162
H: -8.4947 -7.6965 0.1144
C: 0.8364 6.6196 -6.6001
C: 2.1090 5.8726 -6.9673
C: 2.6655 6.3494 -8.2999
O: 1.8363 4.4730 -7.0385
H: 0.0566 6.4519 -7.3499
H: 0.4426 6.2601 -5.6464
H: 1.0173 7.6935 -6.5201
H: 2.8573 6.0161 -6.1844
H: 1.9477 6.1725 -9.1069
H: 3.5725 5.7977 -8.5557
H: 2.9012 7.4154 -8.2710
H: 1.1757 4.3328 -7.7278

Output
HOMO-LUMO gap   8.8 eV
HOMO   -8.387 eV
Lowest unoccupied orbital energy   0.01391 hartree